This record from the Open Molecules 2025 dataset describes C24H13Cl3IrN3OS3 as an isolated structure at a distorted geometry. The level of theory is ωB97M-V/def2-TZVPD.

Atoms and positions in Å:
1 Ir -0.810 0.529 0.363
2 S -3.032 2.102 -0.142
3 C -3.855 0.665 -0.420
4 S -2.996 -0.769 -0.211
5 C -5.231 0.614 -0.904
6 C -5.486 0.405 -2.265
7 N -5.691 0.232 -3.392
8 C -6.304 0.670 -0.009
9 N -7.188 0.690 0.741
10 Cl 2.299 -0.637 -6.358
11 C 1.580 -0.037 -4.896
12 C 0.976 -0.918 -4.016
13 C 0.428 -0.414 -2.855
14 Cl -0.220 -1.478 -1.662
15 C 0.397 0.970 -2.528
16 O -0.159 1.432 -1.471
17 C 1.051 1.807 -3.471
18 Cl 1.124 3.497 -3.130
19 C 1.641 1.319 -4.619
20 H 0.930 -1.976 -4.228
21 H 2.147 1.993 -5.295
22 S 2.411 -1.829 2.893
23 C 3.277 -1.481 1.421
24 C 4.578 -1.817 1.087
25 C 5.063 -1.420 -0.148
26 C 4.256 -0.691 -1.021
27 C 2.962 -0.349 -0.684
28 C 2.450 -0.750 0.551
29 N 1.198 -0.500 1.045
30 C 1.012 -0.989 2.248
31 C -0.224 -0.821 2.939
32 C -0.452 -1.334 4.223
33 C -1.662 -1.127 4.846
34 C -2.646 -0.382 4.202
35 C -2.412 0.148 2.940
36 C -1.219 -0.087 2.264
37 H 5.196 -2.373 1.780
38 H 6.076 -1.672 -0.430
39 H 4.648 -0.379 -1.980
40 H 2.352 0.232 -1.360
41 H 0.340 -1.887 4.716
42 H -1.842 -1.530 5.834
43 H -3.596 -0.202 4.687
44 H -3.190 0.747 2.483
45 C -0.137 2.221 1.442
46 H 0.708 1.986 2.090
47 H -0.928 2.672 2.037
48 H 0.176 2.917 0.662

Results
LUMO energy (spin up / spin down) = 1.50 / 0.62 eV
HOMO-LUMO gap (spin up / spin down) = 5.933 / 4.944 eV
total charge = -1
spin multiplicity = 2

=====

This record from the Open Molecules 2025 dataset describes C24H14CaF6IN10S5Sb as an isolated structure. The level of theory is ωB97M-V/def2-TZVPD.

Atoms and positions in Å:
1 Ca 0.782 -0.094 -1.393
2 S 3.454 3.630 -4.182
3 Sb 2.601 3.231 -2.083
4 S 0.334 3.338 -1.750
5 S 3.294 1.286 -1.010
6 S 3.712 5.088 -0.993
7 N -5.692 0.468 0.807
8 C -4.580 0.747 0.865
9 C -3.195 1.124 0.945
10 C -2.779 2.124 1.817
11 C -1.444 2.462 1.844
12 C -0.571 1.788 1.003
13 N -0.965 0.827 0.168
14 C -2.250 0.495 0.141
15 H -3.499 2.618 2.456
16 H -1.075 3.232 2.504
17 H 0.483 2.033 0.987
18 H -2.536 -0.304 -0.527
19 I -1.546 2.259 -7.310
20 C -1.158 1.134 -5.621
21 C -1.539 -0.171 -5.392
22 N -1.036 -0.505 -4.199
23 N -0.368 0.508 -3.630
24 C -0.428 1.519 -4.487
25 H -2.115 -0.858 -5.984
26 H -1.196 -1.370 -3.653
27 H 0.035 2.464 -4.260
28 C 2.384 0.715 -6.564
29 N 2.081 -0.379 -5.665
30 C 2.657 -0.565 -4.466
31 N 3.650 0.259 -4.124
32 S 2.130 -1.827 -3.455
33 H 1.638 0.727 -7.355
34 H 3.374 0.599 -7.012
35 H 2.348 1.678 -6.045
36 H 1.313 -0.996 -5.866
37 H 3.745 1.176 -4.556
38 H 3.925 0.236 -3.144
39 F 1.895 -3.307 5.759
40 C 0.919 -2.422 5.524
41 C 0.076 -2.124 6.551
42 F 0.286 -2.739 7.722
43 C -0.997 -1.199 6.443
44 C -1.111 -0.621 5.151
45 C -0.274 -0.925 4.121
46 F -0.478 -0.314 2.952
47 C 0.806 -1.842 4.233
48 C 1.674 -2.137 3.166
49 C 1.535 -1.580 1.866
50 N 1.454 -1.159 0.798
51 C 2.767 -3.047 3.273
52 N 3.663 -3.770 3.305
53 F -2.082 0.270 4.921
54 C -1.856 -0.885 7.512
55 C -1.745 -1.467 8.809
56 N -1.721 -1.893 9.879
57 C -2.923 0.055 7.416
58 N -3.807 0.794 7.418
59 F -1.706 -2.503 -2.482
60 C -0.673 -2.279 -1.439
61 F -1.467 -2.330 -0.269
62 H -0.202 -3.271 -1.441

Results
LUMO energy (spin up / spin down) = 1.46 / 2.28 eV
HOMO-LUMO gap (spin up / spin down) = 5.086 / 5.834 eV
total charge = -2

=====

This record from the Open Molecules 2025 dataset describes C24H14Cl2FN4O2Pd as an isolated structure. The level of theory is ωB97M-V/def2-TZVPD.

Atoms and positions in Å:
1 Pd -0.108 -0.007 0.253
2 Cl 1.979 -0.357 -6.880
3 C 1.044 -0.344 -5.455
4 C 1.642 -0.440 -4.264
5 C 0.837 -0.441 -3.060
6 N 1.235 -0.673 -1.873
7 C 2.535 -1.080 -1.568
8 O 3.194 -1.847 -2.219
9 C 3.021 -0.477 -0.287
10 C 4.369 -0.591 -0.004
11 C 4.879 0.043 1.117
12 C 4.008 0.784 1.892
13 C 2.664 0.826 1.553
14 N 2.150 0.195 0.493
15 C -0.638 -0.125 -3.168
16 C -1.222 -0.146 -4.488
17 C -0.428 -0.248 -5.565
18 Cl -1.126 -0.248 -7.117
19 N -1.208 0.098 -2.040
20 C -2.576 0.388 -1.942
21 O -3.292 0.772 -2.830
22 C -3.115 0.192 -0.554
23 C -4.485 0.305 -0.401
24 C -5.056 0.055 0.835
25 C -4.219 -0.320 1.866
26 C -2.854 -0.391 1.642
27 N -2.283 -0.123 0.460
28 H 2.711 -0.565 -4.195
29 H 4.989 -1.164 -0.679
30 H 5.929 -0.028 1.366
31 H 4.344 1.325 2.765
32 H 1.978 1.386 2.168
33 H -2.285 -0.029 -4.607
34 H -5.073 0.573 -1.265
35 H -6.124 0.138 0.979
36 H -4.597 -0.554 2.851
37 H -2.200 -0.672 2.450
38 F -0.026 0.590 6.241
39 C -0.042 0.456 4.906
40 C -0.372 1.551 4.129
41 C -0.391 1.404 2.746
42 C -0.073 0.182 2.171
43 C 0.255 -0.903 2.969
44 C 0.271 -0.771 4.354
45 H -0.615 2.492 4.603
46 H -0.659 2.252 2.127
47 H 0.508 -1.859 2.526
48 H 0.526 -1.600 5.000

Results
LUMO energy = -5.31 eV
HOMO-LUMO gap = 6.229 eV
total charge = +1

=====

Summary of relative energy (zero: lowest compared OMol25 entry of this formula, charge and spin) in kJ/mol
162.7; 0.0; 7.1
(order as listed above)